Record 1
BrMn as an isolated structure at a distorted geometry. Source: the OMol25 dataset; level of theory: ωB97M-V with the def2-TZVPD basis set.

XYZ file:
```
2
BrMn, DFT ωB97M-V with the def2-TZVPD basis set
Mn -0.9902 -0.2627 -0.6055
Br 0.9902 0.2627 0.6055
```

Results
**Multiplicity**: 6
**E_LUMO (spin up / spin down)**: -7.8 / -7.9 eV
**Largest force on an atom**: 1.63 eV Å⁻¹
**⟨S²⟩**: 8.759
**Total charge**: +1
**HOMO energy (spin up / spin down)**: -15.4 / -15.5 eV
**Electronic energy**: -3724.70439 Eh

---

Record 2
BrMn2 as an isolated structure. Source: the OMol25 dataset; level of theory: ωB97M-V with the def2-TZVPD basis set.

XYZ file:
```
3
BrMn2, DFT ωB97M-V with the def2-TZVPD basis set
Mn 1.1589 -2.0783 0.4617
Mn -0.9687 1.8588 -1.2368
Br -0.1902 0.2195 0.7751
```

Results
**Multiplicity**: 11
**E_LUMO (spin up / spin down)**: -16.0 / -15.9 eV
**Largest force on an atom**: 1.00 eV Å⁻¹
**⟨S²⟩**: 30.006
**Total charge**: +3
**HOMO energy (spin up / spin down)**: -24.5 / -24.5 eV
**Electronic energy**: -4874.65750 Eh

---

Record 3
BrPd as an isolated structure at a distorted geometry. Source: the OMol25 dataset; level of theory: ωB97M-V with the def2-TZVPD basis set.

XYZ file:
```
2
BrPd, DFT ωB97M-V with the def2-TZVPD basis set
Pd -0.0603 0.4091 -0.8625
Br 0.0603 -0.4091 0.8625
```

Results
**Multiplicity**: 3
**E_LUMO (spin up / spin down)**: -6.1 / -9.2 eV
**Largest force on an atom**: 12.60 eV Å⁻¹
**⟨S²⟩**: 2.010
**Total charge**: +1
**HOMO energy (spin up / spin down)**: -16.7 / -16.3 eV
**Electronic energy**: -2701.43580 Eh

---

Record 4
BrV as an isolated structure at a distorted geometry. Source: the OMol25 dataset; level of theory: ωB97M-V with the def2-TZVPD basis set.

XYZ file:
```
2
BrV, DFT ωB97M-V with the def2-TZVPD basis set
V -1.1083 -0.4755 -0.2884
Br 1.1083 0.4755 0.2884
```

Results
**Multiplicity**: 1
**E_LUMO**: -15.6 eV
**Largest force on an atom**: 4.45 eV Å⁻¹
**Total charge**: +2
**HOMO energy**: -22.9 eV
**Electronic energy**: -3517.02235 Eh

---

Record 5
A 16-piece molecular cluster, C100H162N21O19 overall at a distorted geometry. Source: the OMol25 dataset; level of theory: ωB97M-V with the def2-TZVPD basis set.

XYZ file:
```
302
C100H162N21O19, DFT ωB97M-V with the def2-TZVPD basis set
C 18.2920 13.1421 15.9072
N 18.6228 14.4341 15.2004
C 19.6871 14.6474 14.4229
C 19.8604 15.7980 13.6889
C 18.8783 16.7835 13.7898
C 17.8144 16.6144 14.6793
C 17.7483 15.4516 15.4083
C 18.8112 17.9216 12.8831
C 18.9127 17.7247 11.5279
C 18.7872 18.7653 10.6149
N 18.5053 20.0068 11.0344
C 18.3220 20.1776 12.3497
C 18.4643 19.2094 13.3169
C 18.2551 21.1392 10.0889
H 19.2006 12.5323 16.0043
H 17.5318 12.6270 15.3171
H 17.9556 13.3878 16.9147
H 20.4269 13.8451 14.5549
H 20.7370 15.8594 13.0302
H 17.1384 17.4459 14.8418
H 17.0546 15.2583 16.1939
H 19.1035 16.7410 11.1158
H 18.8278 18.5918 9.5440
H 18.0408 21.1749 12.6905
H 18.2024 19.5101 14.3063
H 18.5694 22.0623 10.5340
H 17.1959 21.2566 9.9525
H 18.7386 20.9554 9.1312
C 23.3904 21.5772 19.1276
N 23.2620 22.9628 18.6835
C 22.1133 23.5571 18.4203
C 22.0441 24.8937 18.0652
C 23.2292 25.6044 17.9769
C 24.4103 24.9063 18.2426
C 24.4511 23.5674 18.4938
C 23.1371 27.0435 17.7744
C 22.3183 27.5217 16.7766
C 22.3109 28.8832 16.5296
N 23.0730 29.7688 17.1732
C 23.8092 29.3342 18.1669
C 23.9013 27.9880 18.4615
C 23.1192 31.1834 16.8266
H 22.3893 21.1619 19.3780
H 24.0545 21.5447 19.9810
H 23.8547 21.0159 18.3172
H 21.2133 22.9852 18.4955
H 21.0544 25.3394 17.9970
H 25.3681 25.3660 18.1751
H 25.3350 22.9491 18.6823
H 21.7686 26.9167 16.1131
H 21.7880 29.3121 15.6838
H 24.3041 30.0992 18.7618
H 24.5902 27.7055 19.2300
H 24.1638 31.4376 16.6608
H 22.6387 31.7039 17.6469
H 22.5796 31.4266 15.9405
C 27.8961 19.9355 26.3307
N 27.5619 21.3444 25.8083
C 28.5002 22.2573 25.5589
C 28.1488 23.5297 25.1110
C 26.7818 23.8738 24.9919
C 25.8661 22.8391 25.1981
C 26.2566 21.5854 25.6044
C 26.4032 25.2558 24.6108
C 27.1742 26.2947 25.1037
C 26.7721 27.6261 24.9229
N 25.6945 27.9625 24.2106
C 24.9401 26.9470 23.6820
C 25.2718 25.6053 23.9122
C 25.3777 29.3788 23.9446
H 28.9629 19.8499 26.5021
H 27.5937 19.2789 25.5135
H 27.3197 19.7556 27.2178
H 29.5152 21.8862 25.6916
H 29.0149 24.1963 25.0254
H 24.8218 23.0822 25.0870
H 25.5695 20.7958 25.7924
H 28.0122 26.1967 25.7848
H 27.3219 28.4522 25.3767
H 24.0490 27.2007 23.1165
H 24.5693 24.8747 23.5344
H 25.9691 29.7767 23.1220
H 25.5450 29.9694 24.8408
H 24.3376 29.5209 23.6198
C 23.4763 22.0635 11.7918
N 23.2848 21.0646 12.9403
C 23.9944 19.9133 12.9168
C 23.8263 19.0129 13.9476
C 22.9406 19.2567 15.0267
C 22.3345 20.5257 15.0464
C 22.4797 21.3788 13.9626
C 22.7480 18.1662 16.0196
C 23.8067 17.3239 16.3538
C 23.5788 16.2556 17.1547
N 22.3789 15.9605 17.6191
C 21.3530 16.8049 17.3424
C 21.4994 17.8935 16.5014
C 22.1851 14.8028 18.5696
H 22.6924 21.7876 11.0908
H 24.4516 21.9819 11.2914
H 23.3157 23.1194 12.0860
H 24.5698 19.6796 12.0407
H 24.5023 18.1674 13.9896
H 21.6603 20.8913 15.8063
H 21.9349 22.3088 13.9197
H 24.8666 17.4686 16.1705
H 24.3689 15.5615 17.4074
H 20.4188 16.3965 17.7151
H 20.6235 18.4345 16.2057
H 23.1638 14.4998 18.9083
H 21.6927 14.0148 18.0422
H 21.6077 15.0840 19.4367
C 13.6565 17.7455 19.9670
N 15.0744 18.0734 20.3409
C 15.3273 19.1693 21.0299
C 16.6655 19.4151 21.3683
C 17.6562 18.5134 20.9104
C 17.2837 17.5910 19.9648
C 15.9546 17.2234 19.8760
C 19.0726 18.8433 21.2863
C 19.4400 20.1717 21.5343
C 20.6532 20.5266 22.0443
N 21.5709 19.5632 22.2559
C 21.2801 18.2832 22.0239
C 20.0443 17.8894 21.5676
C 22.9151 20.1149 22.7271
H 13.4719 16.6895 20.1045
H 13.4441 17.9468 18.9169
H 12.9720 18.2381 20.6725
H 14.4992 19.7829 21.3337
H 16.8385 20.2706 21.9810
H 17.9415 17.0608 19.3168
H 15.6139 16.4433 19.2108
H 18.7173 20.9673 21.4506
H 21.0447 21.5418 22.1270
H 22.0936 17.5920 22.2068
H 19.8941 16.8298 21.4628
H 23.6179 19.3015 22.9424
H 22.7224 20.7205 23.6013
H 23.3013 20.6510 21.8663
C 11.3495 21.6319 20.1411
C 11.8889 21.3685 21.5879
C 11.4097 22.4789 22.4896
N 11.8980 22.4306 23.9112
C 11.5606 21.1045 24.5158
C 11.3503 23.5095 24.7847
C 12.3850 23.7017 25.9204
C 13.6102 22.9465 25.4486
C 13.3887 22.7172 23.9474
H 11.9910 22.3886 19.6801
H 10.3189 21.9214 20.1016
H 11.3526 20.7485 19.5329
H 12.9931 21.4078 21.4958
H 11.5808 20.3923 21.9566
H 10.3016 22.5043 22.5547
H 11.6976 23.4220 22.0211
H 12.2484 20.3331 24.1441
H 10.5341 20.8440 24.3557
H 11.6673 21.2415 25.5958
H 10.3145 23.3022 25.0241
H 11.4114 24.4341 24.2139
H 12.1719 23.2988 26.8896
H 12.6509 24.7330 26.0975
H 13.8856 22.0279 25.9409
H 14.4683 23.6073 25.6231
H 13.9780 21.9568 23.4913
H 13.5455 23.6768 23.4629
C 18.4617 25.1282 23.7574
C 18.7512 23.8094 24.4054
C 19.5023 24.1286 25.7113
N 19.9918 22.9647 26.5304
C 20.7239 22.0356 25.6801
C 18.9466 22.3072 27.3771
C 19.5763 22.0384 28.7424
C 21.0672 22.4091 28.6116
C 20.9790 23.5303 27.5602
H 17.8447 25.7474 24.4526
H 17.9406 24.9736 22.7841
H 19.4130 25.6415 23.5401
H 19.3390 23.1404 23.7771
H 17.8344 23.2329 24.6151
H 18.8617 24.6405 26.4073
H 20.3696 24.7297 25.4402
H 20.0682 21.4620 25.0435
H 21.3446 21.3222 26.2244
H 21.3914 22.6018 25.0287
H 18.6408 21.4594 26.8371
H 18.1759 23.0309 27.4242
H 19.3852 21.0171 29.0521
H 19.1196 22.7199 29.4222
H 21.5820 21.5625 28.2033
H 21.3614 22.5651 29.6414
H 21.9712 23.6558 27.1718
H 20.5765 24.4440 28.0259
C 10.0502 19.2026 13.4375
C 11.4567 19.0433 14.0531
C 12.0079 20.4573 14.2387
N 13.3134 20.5346 15.0021
C 14.3484 19.6099 14.3354
C 13.0625 20.1078 16.5051
C 13.9435 21.0796 17.2539
C 13.8013 22.3829 16.5114
C 13.8504 21.9713 15.0667
H 10.0477 19.9100 12.6051
H 9.3010 19.5844 14.1334
H 9.6243 18.2700 13.1407
H 12.0293 18.5227 13.2773
H 11.4766 18.4486 14.9767
H 11.2915 21.1183 14.7030
H 12.2323 20.9843 13.2869
H 14.4992 19.9101 13.2935
H 14.0725 18.5842 14.4238
H 15.2885 19.7272 14.8610
H 13.2488 19.0253 16.6291
H 12.0385 20.3062 16.7596
H 14.9751 20.7003 17.2023
H 13.7287 21.0398 18.3187
H 14.4904 23.1801 16.7324
H 12.8126 22.7899 16.7415
H 14.8498 22.0925 14.6391
H 13.1649 22.6120 14.5061
C 21.7323 14.5573 24.1433
C 20.3140 15.0497 24.1609
C 20.0534 15.6194 25.5850
N 18.6149 16.0817 25.8545
C 17.7595 14.8516 26.1239
C 18.0981 17.0468 24.7880
C 18.8856 18.3164 24.9896
C 18.9681 18.3260 26.5301
C 18.5902 16.9702 27.0484
H 22.0174 14.1893 23.1534
H 21.7691 13.6871 24.7939
H 22.4295 15.3071 24.5123
H 19.5930 14.2592 24.0710
H 20.1062 15.8048 23.3886
H 20.6216 16.5160 25.7952
H 20.2609 14.8788 26.3682
H 18.0738 14.2850 26.9821
H 17.6621 14.2374 25.2315
H 16.7539 15.1936 26.3910
H 17.0599 17.2340 25.0500
H 18.1523 16.6855 23.7773
H 18.3869 19.2436 24.6018
H 19.8425 18.1972 24.4810
H 18.3423 19.0785 27.0246
H 20.0047 18.5943 26.7940
H 17.5533 16.9827 27.4000
H 19.2184 16.5836 27.8359
C 14.2997 11.6849 18.3457
C 13.8088 11.4800 19.7799
N 13.6642 12.7451 20.6445
C 12.5682 13.6230 20.1594
C 13.3674 12.3587 22.0411
C 12.1431 11.4481 22.3149
C 14.9275 13.4720 20.5892
C 15.3655 14.4244 21.7298
O 14.4160 15.4089 21.9542
C 14.4479 16.1793 23.1128
H 14.1124 10.7083 17.9103
H 15.3812 11.8526 18.3732
H 13.7812 12.4653 17.7811
H 14.4154 10.8178 20.4236
H 12.8086 11.0639 19.6698
H 12.6831 13.9226 19.1305
H 12.6182 14.5455 20.6923
H 11.6531 13.0896 20.3769
H 13.2514 13.3246 22.5348
H 14.2514 11.9278 22.4974
H 11.9868 11.4830 23.3907
H 12.3362 10.4001 22.0788
H 11.2132 11.7624 21.8474
H 14.9305 14.0063 19.6248
H 15.6510 12.6523 20.5137
H 16.3400 14.8614 21.4577
H 15.5156 13.8354 22.6204
H 15.4196 16.7108 23.1616
H 14.3632 15.5486 23.9969
H 13.5877 16.8197 23.0327
N 23.7431 18.4866 19.4285
O 22.5079 18.5361 19.2288
O 24.3254 19.3903 20.0743
O 24.4387 17.5164 18.9265
N 15.8478 19.7837 24.3007
O 14.7557 19.7377 23.6584
O 16.6093 20.7460 24.1006
O 16.0434 18.9939 25.2152
N 22.4196 24.2259 21.1244
O 23.0982 23.3206 21.5990
O 22.9257 25.3474 20.9244
O 21.2462 24.0255 20.8021
N 15.0437 16.7792 16.9030
O 15.7479 17.7828 16.5549
O 13.8216 16.8324 16.7901
O 15.5985 15.7693 17.3202
N 22.9395 19.5561 25.4619
O 23.6993 18.6087 25.9267
O 23.3536 20.7396 25.4039
O 21.7896 19.2184 25.0625
N 18.4433 15.1490 19.2729
O 18.9992 15.7049 20.2528
O 18.8719 15.4578 18.1024
O 17.4951 14.4005 19.4742
```

Results
**Multiplicity**: 1
**E_LUMO**: -16.0 eV
**Largest force on an atom**: 4.36 eV Å⁻¹
**Total charge**: +9
**HOMO energy**: -21.8 eV
**Electronic energy**: -6482.51848 Eh